Here is a 7-piece molecular cluster, C5H24N2O6 overall at a distorted geometry from the Open Molecules 2025 dataset. Energies are from ωB97M-V/def2-TZVPD.

Energy, Ha: -765.71991
Strongest force on any atom, eV Å⁻¹: 8.317
SMILES string: C=NCC[C@@H](C)N.O.O.O.O.O.O

Last column: Mulliken charge in e.
Positions of all 37 atoms, in Å:
C1 1.34723 2.42851 -0.63553  -0.50
N1 1.26993 1.13526 -0.73368  0.08
C2 1.69184 0.34942 -1.87062  -0.87
C3 1.34468 -1.16235 -1.59472  -1.25
C4 1.24270 -1.60307 -0.09553  1.55
C5 0.94959 -3.04330 0.01885  -1.84
N2 2.58106 -1.17036 0.57887  -0.77
H1 1.70107 3.08368 -1.50846  0.23
H2 1.01308 2.80663 0.29499  0.28
H3 2.77964 0.46153 -1.84845  0.40
H4 1.11648 0.52419 -2.93932  0.28
H5 2.14896 -1.78213 -2.05849  0.46
H6 0.38281 -1.22307 -2.08011  0.42
H7 0.37947 -1.01987 0.47642  -0.31
H8 0.11339 -3.19430 0.68567  0.30
H9 1.86973 -3.58304 0.28152  0.45
H10 0.77617 -3.57099 -0.87582  0.44
H11 2.44769 -0.27299 0.95110  0.29
H12 3.18976 -1.27755 -0.22641  0.35
O1 -0.67370 2.05514 2.18660  -0.53
H13 -0.25216 2.68854 2.88171  0.34
H14 -0.17416 1.32436 2.49349  0.32
O2 -1.34960 -1.16641 -3.11356  -0.70
H15 -1.36380 -0.19768 -2.93404  0.33
H16 -1.64032 -1.49820 -2.14099  0.46
O3 -2.06299 2.96892 -0.75872  -0.56
H17 -1.84878 2.08877 -0.90964  0.26
H18 -2.86741 2.92392 -0.39054  0.28
O4 -2.87828 0.21674 2.10849  -0.66
H19 -2.15267 0.24502 2.77840  0.31
H20 -2.88307 1.15082 1.91540  0.30
O5 0.68797 -0.23005 2.92814  -0.69
H21 1.52602 -0.05952 3.45548  0.31
H22 0.87789 -0.96450 2.43017  0.29
O6 -2.34903 -1.17305 -0.23058  -0.62
H23 -1.61797 -0.52450 0.05120  0.29
H24 -2.92994 -1.06895 0.40270  0.28

Forces on atoms 1 to 6 (eV/Å):
0.45 -2.68 -2.63
-0.74 2.64 0.45
-0.80 -0.81 -0.92
0.23 0.92 0.80
0.05 3.54 0.37
1.07 -1.19 0.90